(1)
{
  "formula": "C2H6N3O",
  "method": "ωB97M-V/def2-TZVPD",
  "max_force_ha_per_bohr": 0.0542,
  "e_tot_ha": -318.99594,
  "orbital_gap_ev": 10.61,
  "e_homo_ev": -14.8,
  "spin_multiplicity": 1,
  "charge": 1,
  "smiles": "[NH3+][C@@H]1N=NCO1",
  "e_above_lowest_kj_mol": 279.4,
  "species": ["N", "C", "N", "N", "C", "O", "H", "H", "H", "H", "H", "H"],
  "positions_angstrom": [[-1.560, 0.432, -0.212], [-0.340, 0.170, 0.667], [0.767, 1.240, 0.187], [1.673, 0.613, -0.274], [1.513, -0.780, -0.253], [0.234, -1.017, 0.389], [-1.423, -0.011, -1.133], [-1.685, 1.447, -0.338], [-2.405, 0.025, 0.210], [-0.616, 0.332, 1.711], [1.531, -1.184, -1.272], [2.311, -1.267, 0.317]]
}



(2)
{
  "formula": "C48H41ClGeIrN3O5",
  "method": "ωB97M-V/def2-TZVPD",
  "max_force_ha_per_bohr": 0.0107,
  "e_tot_ha": -5035.18908,
  "orbital_gap_ev": [6.71, 6.71],
  "e_homo_ev": [-12.7, -12.7],
  "spin_multiplicity": 1,
  "charge": 2,
  "e_above_lowest_kj_mol": 0.0,
  "species": ["Ir", "C", "O", "C", "C", "C", "C", "C", "C", "N", "N", "C", "C", "O", "C", "C", "C", "C", "C", "C", "C", "C", "H", "H", "H", "H", "H", "H", "H", "H", "H", "H", "H", "H", "H", "C", "Ge", "C", "C", "C", "C", "C", "C", "C", "C", "C", "C", "C", "C", "C", "C", "C", "C", "H", "H", "H", "H", "H", "H", "H", "H", "H", "H", "H", "H", "H", "H", "H", "C", "C", "C", "C", "Cl", "C", "C", "C", "O", "C", "C", "O", "O", "H", "H", "H", "H", "H", "H", "H", "H", "C", "C", "C", "N", "C", "C", "H", "H", "H", "H", "H"],
  "positions_angstrom": [[0.420, 0.447, 0.155], [0.556, -1.724, -2.007], [1.040, -1.415, -0.660], [2.446, -1.485, -0.600], [3.104, -2.673, -0.847], [4.490, -2.686, -0.805], [5.194, -1.521, -0.516], [4.524, -0.343, -0.239], [3.134, -0.326, -0.278], [2.337, 0.796, 0.092], [2.927, 1.845, 0.467], [2.307, 2.949, 0.933], [0.893, 3.133, 1.078], [-0.026, 2.257, 0.781], [0.403, 4.367, 1.571], [1.254, 5.369, 1.908], [2.668, 5.244, 1.783], [3.517, 6.309, 2.134], [4.875, 6.187, 1.998], [5.413, 4.991, 1.505], [4.600, 3.936, 1.158], [3.207, 4.039, 1.292], [0.849, -2.740, -2.251], [0.973, -1.009, -2.714], [-0.527, -1.657, -1.974], [2.542, -3.573, -1.056], [5.021, -3.607, -0.998], [6.275, -1.536, -0.493], [5.058, 0.562, 0.013], [-0.668, 4.473, 1.662], [0.854, 6.303, 2.283], [3.080, 7.226, 2.509], [5.528, 7.005, 2.265], [6.484, 4.895, 1.391], [5.038, 3.026, 0.775], [-4.765, -0.593, -0.998], [-3.271, -1.077, 0.130], [-3.529, -0.606, 1.976], [-3.551, -1.566, 2.987], [-3.842, -1.199, 4.294], [-4.111, 0.128, 4.598], [-4.099, 1.092, 3.595], [-3.820, 0.723, 2.289], [-2.402, -2.684, -0.472], [-2.876, -3.167, -1.673], [-2.346, -4.331, -2.262], [-1.345, -5.009, -1.632], [-0.828, -4.561, -0.391], [0.206, -5.275, 0.263], [0.697, -4.851, 1.464], [0.178, -3.683, 2.061], [-0.811, -2.969, 1.447], [-1.357, -3.389, 0.208], [-5.505, -1.390, -0.897], [-4.504, -0.497, -2.050], [-5.226, 0.329, -0.643], [-3.355, -2.608, 2.764], [-3.872, -1.951, 5.070], [-4.348, 0.413, 5.614], [-4.328, 2.122, 3.829], [-3.830, 1.483, 1.512], [-3.675, -2.656, -2.197], [-2.745, -4.685, -3.203], [-0.934, -5.911, -2.069], [0.589, -6.175, -0.202], [1.473, -5.413, 1.965], [0.562, -3.361, 3.020], [-1.193, -2.071, 1.917], [-1.368, 2.942, -4.791], [-1.056, 1.477, -4.910], [-0.011, 1.044, -5.722], [0.263, -0.305, -5.882], [1.577, -0.792, -6.896], [-0.515, -1.267, -5.258], [-1.547, -0.850, -4.433], [-1.792, 0.501, -4.249], [-2.870, 0.815, -3.420], [-2.632, 1.561, -2.250], [-1.554, 0.941, -1.395], [-1.785, 0.340, -0.254], [-0.354, 1.064, -1.706], [-0.984, 3.479, -5.656], [-0.900, 3.385, -3.907], [-2.443, 3.117, -4.738], [0.586, 1.772, -6.255], [-0.322, -2.318, -5.427], [-2.189, -1.571, -3.940], [-3.577, 1.586, -1.713], [-2.312, 2.591, -2.430], [0.884, -0.474, 4.857], [1.881, -0.903, 3.995], [1.747, -0.673, 2.641], [0.682, -0.036, 2.129], [-0.287, 0.380, 2.964], [-0.221, 0.171, 4.326], [0.967, -0.640, 5.922], [2.761, -1.413, 4.357], [2.498, -1.018, 1.946], [-1.125, 0.894, 2.516], [-1.030, 0.521, 4.949]]
}



(3)
{
  "formula": "C27H30NS2",
  "method": "ωB97M-V/def2-TZVPD",
  "max_force_ha_per_bohr": 0.1174,
  "e_tot_ha": -1897.56615,
  "orbital_gap_ev": 5.21,
  "e_homo_ev": -10.4,
  "spin_multiplicity": 1,
  "charge": 1,
  "e_above_lowest_kj_mol": 323.6,
  "species": ["C", "C", "C", "C", "C", "S", "C", "C", "S", "C", "C", "H", "H", "H", "H", "H", "H", "H", "H", "H", "C", "C", "C", "C", "C", "C", "C", "C", "C", "C", "C", "C", "C", "N", "C", "C", "C", "C", "C", "H", "H", "H", "H", "H", "H", "H", "H", "H", "H", "H", "H", "H", "H", "H", "H", "H", "H", "H", "H", "H"],
  "positions_angstrom": [[-2.936, -0.487, -5.374], [-2.468, -1.462, -4.485], [-1.748, -1.087, -3.344], [-1.496, 0.262, -3.093], [-0.950, 0.707, -1.735], [0.055, 2.131, -2.021], [1.498, 1.246, -2.701], [1.404, -0.228, -2.355], [0.199, -0.421, -1.024], [-1.924, 1.238, -4.001], [-2.658, 0.864, -5.133], [-3.520, -0.779, -6.250], [-2.668, -2.519, -4.671], [-1.395, -1.853, -2.649], [1.497, 1.429, -3.781], [2.399, 1.694, -2.265], [1.082, -0.856, -3.190], [2.340, -0.615, -1.937], [-1.705, 2.297, -3.837], [-3.011, 1.635, -5.820], [3.462, -3.963, 2.844], [4.279, -2.980, 2.308], [3.763, -1.706, 1.966], [4.589, -0.699, 1.412], [4.071, 0.545, 1.095], [2.718, 0.842, 1.353], [1.877, -0.089, 1.952], [0.517, 0.345, 2.470], [-0.751, -0.046, 1.699], [-1.974, 0.207, 2.611], [-2.723, 1.459, 2.137], [-1.719, 2.586, 1.840], [-0.785, 2.186, 0.704], [-0.983, 0.747, 0.402], [-2.356, 0.515, -0.093], [-3.402, 1.103, 0.815], [2.368, -1.418, 2.210], [1.560, -2.454, 2.732], [2.092, -3.701, 3.049], [3.872, -4.938, 3.106], [5.342, -3.167, 2.141], [5.643, -0.926, 1.245], [4.708, 1.316, 0.663], [2.338, 1.837, 1.117], [0.406, -0.105, 3.474], [0.523, 1.433, 2.647], [-0.709, -1.098, 1.381], [-2.635, -0.671, 2.591], [-1.658, 0.343, 3.655], [-3.451, 1.784, 2.881], [-2.273, 3.481, 1.532], [-1.142, 2.847, 2.734], [-0.995, 2.768, -0.208], [0.276, 2.348, 0.927], [-2.268, 1.048, -1.101], [-2.481, -0.559, -0.273], [-4.183, 0.350, 0.955], [-3.853, 1.979, 0.338], [0.497, -2.268, 2.895], [1.445, -4.475, 3.461]]
}



(4)
{
  "formula": "C8H15OPtS5",
  "method": "ωB97M-V/def2-TZVPD",
  "max_force_ha_per_bohr": 0.0259,
  "e_tot_ha": -2498.21347,
  "orbital_gap_ev": [6.03, 6.03],
  "e_homo_ev": [-20.0, -20.0],
  "spin_multiplicity": 1,
  "charge": 3,
  "species": ["Pt", "C", "C", "S", "C", "C", "S", "C", "C", "S", "H", "H", "H", "H", "H", "H", "H", "H", "H", "H", "H", "H", "C", "O", "C", "S", "S", "H", "H", "H"],
  "positions_angstrom": [[-0.468, -0.371, 0.720], [0.513, -2.292, -1.676], [1.472, -1.129, -1.853], [1.634, -0.143, -0.322], [1.625, 1.589, -0.896], [0.333, 1.946, -1.595], [-1.095, 1.478, -0.539], [-2.253, 0.657, -1.677], [-1.713, -0.615, -2.301], [-1.139, -1.833, -1.051], [0.877, -3.025, -0.954], [0.368, -2.819, -2.623], [1.195, -0.467, -2.671], [2.473, -1.514, -2.062], [2.498, 1.751, -1.534], [1.778, 2.167, 0.018], [0.221, 1.457, -2.561], [0.256, 3.025, -1.752], [-2.523, 1.396, -2.439], [-3.144, 0.480, -1.071], [-0.897, -0.422, -2.996], [-2.509, -1.116, -2.857], [0.691, 0.160, 5.339], [-0.060, -0.756, 4.419], [-0.594, -0.332, 3.370], [-0.576, 1.170, 2.580], [-1.500, -1.438, 2.365], [1.045, -0.498, 6.124], [-0.018, 0.893, 5.716], [1.508, 0.602, 4.776]]
}